Record 1
The following is a DFT calculation (wB97M-V/def2-TZVPD) of C29H24N7O4RuS3 as an isolated structure.

Geometry as ORCA input:
```
! wB97M-V def2-TZVPD RIJCOSX def2/J DEFGRID3
* xyz 1 1
Ru -0.05192 -0.81301 -0.60239
C 4.43440 -0.81563 1.60580
O 4.42700 -1.18800 0.21993
C 4.06216 -0.18929 -0.63118
C 4.98008 0.43385 -1.41481
C 4.60230 1.43240 -2.35722
C 3.30273 1.77728 -2.50071
C 2.28076 1.11987 -1.74009
C 0.98302 1.60278 -1.82406
N -0.05089 0.99862 -1.22160
N -1.04393 1.80016 -0.80536
C -1.64889 1.22440 0.23083
O -1.19614 0.12885 0.73776
C -2.80259 1.88956 0.85186
C -3.42750 1.29272 1.94370
C -4.52941 1.90076 2.52116
C -5.00934 3.09854 2.00911
C -4.38870 3.69217 0.91713
C -3.28570 3.09136 0.33634
C 2.66453 0.11636 -0.76630
O 1.84209 -0.50484 -0.00665
H 4.73876 -1.70175 2.15520
H 3.44343 -0.49800 1.93160
H 5.15693 -0.01546 1.77571
H 6.01966 0.15080 -1.30811
H 5.36712 1.91326 -2.95038
H 3.00344 2.54265 -3.20472
H 0.77439 2.56233 -2.28751
H -3.04640 0.35617 2.32646
H -5.01676 1.44015 3.36981
H -5.87107 3.57123 2.46164
H -4.76542 4.62552 0.52099
H -2.79115 3.54486 -0.51160
O -1.72851 -1.44140 -1.28622
C -1.85275 -1.68934 -2.68345
C -3.09885 -2.51484 -2.87913
C -3.83140 -2.67985 -4.01405
C -4.88785 -3.61785 -3.84855
C -4.92372 -4.13530 -2.59121
S -3.69301 -3.48834 -1.59398
C -1.93676 -0.38666 -3.45118
C -2.82311 0.61532 -3.19303
C -2.65858 1.73180 -4.05229
C -1.65519 1.54946 -4.95523
S -0.90759 0.02449 -4.76678
C -0.62741 -2.50926 -3.03134
C -0.46575 -3.82513 -3.25755
C 0.89228 -4.27011 -3.05048
C 1.71828 -3.30250 -2.60469
S 0.89367 -1.77103 -2.59650
H -3.62808 -2.14493 -4.93156
H -5.59155 -3.88052 -4.62426
H -5.63300 -4.84032 -2.18842
H -3.56291 0.55209 -2.40667
H -3.26363 2.62540 -4.00779
H -1.33028 2.21914 -5.73507
H -1.28713 -4.48241 -3.50589
H 1.21812 -5.28474 -3.23072
H 2.78141 -3.35334 -2.42948
N -1.35959 -4.98992 2.46358
N -0.54587 -4.17676 1.70061
N 0.76048 -4.31938 1.68467
C 1.12167 -3.29421 0.92955
N 0.05502 -2.59018 0.53522
N -1.01545 -3.17109 1.04410
H -0.97925 -5.92912 2.42529
H -2.29085 -4.95414 2.06295
H 2.13835 -3.04611 0.67664
*
```

**LUMO (spin up / spin down)**: -5.047 / -5.075 eV
**Strongest force on any atom**: 0.43 eV Å⁻¹
**Molecular weight**: 731.83 Da
**HOMO (spin up / spin down)**: -10.93 / -10.93 eV
**Energy relative to the best compared isomer or geometry (same formula, charge and spin)**: 0.00 kJ/mol
**Electronic energy**: -3092.89164 a.u.

Atom charges from the Mulliken analysis, given in e for atoms 1 to 5: Ru -0.13; C -0.70; O -0.48; C 0.08; C -0.25

Record 2
The following is a DFT calculation (wB97M-V/def2-TZVPD) of C43H54ClLaN6O2P2S3 as an isolated structure.

Geometry as ORCA input:
```
! wB97M-V def2-TZVPD RIJCOSX def2/J DEFGRID3
* xyz 0 1
La -0.18883 0.24513 -0.14592
C -1.68690 -4.36134 2.49105
C -2.35975 -2.99369 2.49749
C -3.22897 -2.82254 3.74050
P -1.11257 -1.61474 2.16674
C 0.18600 -1.63724 3.54237
C 1.25104 -2.65863 3.11986
C -0.13455 -1.88558 5.01322
C -2.25421 -0.21360 2.46381
C -2.60713 0.32209 3.69141
C -3.51671 1.36486 3.78694
C -3.96962 1.86663 5.12552
C -4.01042 1.92402 2.61119
C -3.67894 1.40467 1.37853
C -2.83404 0.28867 1.27110
N -2.48703 -0.33729 0.08321
C -3.41433 -0.50404 -0.90742
C -4.80693 -0.38767 -0.69935
C -5.72123 -0.64157 -1.69463
C -5.31653 -1.08197 -2.95136
C -6.30633 -1.35089 -4.04361
C -3.96224 -1.27758 -3.15508
C -3.01303 -0.96844 -2.18950
P -1.24546 -1.27393 -2.50323
C -0.93584 -0.86611 -4.33562
C -1.60897 0.45077 -4.72373
C -1.24194 -1.92504 -5.39684
C -1.28034 -3.15335 -2.50151
C 0.10975 -3.73876 -2.73880
C -1.80332 -3.59328 -1.14079
H -2.44071 -5.14540 2.43654
H -1.11094 -4.50968 3.40000
H -1.01482 -4.46764 1.64313
H -3.01245 -2.91849 1.61572
H -2.64291 -2.82843 4.65260
H -3.94087 -3.64421 3.79790
H -3.78976 -1.89459 3.70259
H 0.62283 -0.62887 3.45125
H 0.96018 -3.66745 3.40466
H 2.20142 -2.43618 3.60189
H 1.41376 -2.65023 2.04411
H -0.57001 -2.86938 5.16894
H -0.79215 -1.13347 5.43573
H 0.80503 -1.85266 5.56457
H -2.17506 -0.07809 4.59476
H -3.55888 1.24816 5.92030
H -5.05702 1.83431 5.19134
H -3.65757 2.89771 5.28865
H -4.67416 2.77732 2.66450
H -4.06148 1.86737 0.47901
H -5.16918 -0.12275 0.28265
H -6.77708 -0.52450 -1.48865
H -7.27018 -1.64357 -3.63419
H -5.95436 -2.14083 -4.70368
H -6.45737 -0.45412 -4.64684
H -3.64391 -1.69382 -4.09828
H 0.15429 -0.70530 -4.34684
H -2.68316 0.31471 -4.83312
H -1.21419 0.80564 -5.67761
H -1.43863 1.21023 -3.96499
H -2.31197 -2.05040 -5.53370
H -0.80137 -2.89171 -5.17223
H -0.82987 -1.58998 -6.34921
H -1.97761 -3.48167 -3.28066
H 0.72143 -3.58552 -1.85278
H 0.61760 -3.27038 -3.57999
H 0.04363 -4.80947 -2.93014
H -1.16844 -3.17547 -0.35635
H -1.79464 -4.67797 -1.06182
H -2.81987 -3.23952 -0.98666
C 3.58002 0.49156 -4.51559
C 3.45607 -0.52848 -3.45594
N 4.11901 -1.63749 -3.36423
N 3.68242 -2.23603 -2.23634
C 2.73807 -1.50187 -1.61681
S 1.93405 -1.88175 -0.21362
N 2.56032 -0.41352 -2.42043
N 1.79061 0.67459 -2.05854
H 4.39149 0.20885 -5.17739
H 3.79957 1.46274 -4.07242
H 2.65220 0.56984 -5.08276
H 4.08222 -3.09948 -1.90565
H 1.45072 1.17484 -2.88093
H 2.43394 1.30564 -1.48068
S 3.99151 1.36513 -0.23142
C 3.08991 1.46053 1.17017
N 1.77599 1.46036 1.29928
C 1.40906 1.76417 2.59508
C 0.11086 1.99535 3.04785
C -0.09372 2.31649 4.37630
C 0.96333 2.40799 5.27292
C 2.26101 2.20038 4.84508
C 2.47180 1.89728 3.51275
S 3.98601 1.67401 2.68964
H -0.72253 1.96488 2.35895
H -1.09773 2.50968 4.71850
H 0.77765 2.66421 6.30354
H 3.09633 2.29675 5.51881
Cl -5.29831 6.49117 -3.16597
C -4.17073 5.33236 -2.55548
C -4.33802 3.98905 -2.85882
C -3.41958 3.06919 -2.38840
C -2.35291 3.48748 -1.60361
C -2.20803 4.83227 -1.28991
C -3.10985 5.76265 -1.77312
C -1.36259 2.47917 -1.12403
O -1.06690 2.42443 0.08987
O -0.85164 1.69621 -1.96729
H -5.17098 3.66679 -3.46387
H -3.52869 2.01848 -2.61232
H -1.38105 5.14346 -0.67078
H -2.99661 6.81254 -1.54744
*
```

**LUMO**: 0.350 eV
**Strongest force on any atom**: 2.36 eV Å⁻¹
**Molecular weight**: 1019.45 Da
**HOMO**: -6.83 eV
**Energy relative to the best compared isomer or geometry (same formula, charge and spin)**: 4.19 kJ/mol
**Electronic energy**: -4519.24183 a.u.

Atom charges from the Mulliken analysis, given in e for atoms 1 to 5: La 1.88; C -1.65; C 0.87; C -1.45; P 0.84